Density functional theory data (wB97M-V/def2-TZVPD) for a cluster of 2 separate species, C2H7OS in total in a non-equilibrium geometry.

Summary:
LUMO: 4.10 eV
Strongest force on any atom: 1.66 eV/Å
Charge: -1

```
11
Properties=species:S:1:pos:R:3:forces:R:3:nbo_charge:R:1
O 0.7064 -3.1847 0.9658 -0.6 0.1 -1.0 -0.97
H 0.8944 -2.2262 0.8376 -0.4 -0.6 0.1 0.50
C -0.4700 0.5017 1.2431 -1.1 -0.1 0.7 -1.10
S 0.7591 0.6655 0.1041 0.3 -0.7 -0.5 0.06
C 0.1211 1.5652 -1.5078 0.6 -0.1 1.3 -0.85
H -0.6449 1.2708 2.0222 0.1 -0.2 -0.7 0.16
H -1.3375 -0.1908 1.0936 0.9 0.4 0.0 0.16
H 0.0147 -3.4088 0.2919 1.0 0.6 1.0 0.46
H -0.9007 1.2287 -1.5095 -0.5 0.2 -0.1 0.20
H 0.6239 1.1719 -2.4352 -0.1 1.0 0.9 0.19
H 0.2335 2.6066 -1.1057 -0.2 -0.6 -1.5 0.20
```
Forces are in eV/Å.